Entry 1:
A cluster of 2 separate species, H2 in total. Source: OMol25; level of theory: ωB97M-V with the def2-TZVPD basis set.

Each line ends with the Löwdin charge.
Geometry (Å):
H1 0.071 0.560 -0.833  0.00
H2 -0.071 -0.560 0.833  0.00

## Properties
LUMO energy = -2.3 eV
electronic energy = -0.975027 a.u.
energy above the lowest of the compared OMol25 structures with the same formula, charge and spin = 487.95 kJ/mol
HOMO level = -10.395 eV
frontier orbital gap = 8.13 eV
net charge = 0



Entry 2:
A cluster of 9 separate species, C19H30Cl16NO2P in total. Source: OMol25; level of theory: ωB97M-V with the def2-TZVPD basis set.

Each line ends with the Löwdin charge.
Geometry (Å):
H1 4.055 2.776 -0.301  0.01
Cl1 6.314 -0.490 -1.878  0.50
C1 6.230 -0.126 -6.805  -1.00
C2 1.805 -0.553 0.914  0.01
N1 -3.301 -0.896 -0.131  0.16
H2 2.974 1.507 -0.880  0.03
Cl2 5.094 -0.624 -5.551  0.52
H3 -2.622 4.909 -6.272  -0.01
H4 4.326 1.069 0.166  0.02
H5 5.694 0.434 -7.561  0.03
H6 3.962 3.151 2.864  0.03
Cl3 3.770 -7.083 9.056  0.50
P1 2.413 2.188 1.334  0.91
C3 2.463 -6.024 8.510  -1.05
C4 -5.717 2.440 -4.708  -1.01
H7 6.694 -1.012 -7.222  0.02
C5 -3.214 0.253 0.387  -0.40
Cl4 5.438 2.136 -2.861  0.52
C6 1.033 -3.015 4.593  -1.00
Cl5 -5.020 -1.037 4.265  0.51
C7 3.575 1.837 -0.031  -0.35
C8 -2.345 0.461 1.613  -0.08
H8 -4.393 1.291 -1.075  0.04
C9 -0.959 -0.124 1.531  -0.13
Cl6 -6.427 1.763 -3.239  0.51
C10 1.473 0.633 1.426  -0.31
H9 -2.724 -0.679 4.563  -0.05
C11 0.831 -1.677 1.035  -0.37
H10 -6.515 2.805 -5.342  0.03
H11 7.526 1.515 -1.993  0.03
Cl7 0.872 -6.773 8.688  0.50
O1 -0.018 1.378 3.119  0.09
Cl8 -6.126 -1.562 -2.039  0.52
H12 -1.331 -1.970 0.569  0.11
C12 0.144 0.709 2.123  -0.38
C13 -5.592 -2.279 -3.563  -1.00
H13 -2.874 0.078 2.491  0.10
C14 -3.588 -0.613 5.214  -1.05
Cl9 7.515 0.912 -6.163  0.53
C15 6.801 1.033 -2.638  -1.02
Cl10 -4.617 3.782 -4.361  0.52
H14 -6.333 -2.055 -4.320  0.02
C16 -2.158 4.634 -7.212  -1.04
H15 4.222 1.395 2.849  0.04
H16 2.746 -0.734 0.407  0.12
H17 2.618 -5.799 7.462  0.00
H18 -5.147 1.660 -5.199  0.02
H19 7.214 0.814 -3.615  -0.06
O2 1.197 -2.821 1.211  0.08
H20 -3.924 -0.886 -0.938  -0.02
C17 -3.944 1.475 -0.099  -0.03
Cl11 -3.672 1.028 5.860  0.52
C18 3.465 2.181 2.826  -0.29
Cl12 2.203 -3.067 5.920  0.52
H21 -2.730 5.003 -8.054  0.02
H22 -3.274 2.332 -0.174  0.09
H23 -5.484 -3.347 -3.419  0.03
H24 -4.743 1.730 0.602  0.09
H25 -3.503 -1.308 6.041  0.02
C19 -0.607 -1.293 1.000  0.06
Cl13 -4.038 -1.619 -4.093  0.51
Cl14 -0.290 -1.884 4.923  0.56
H26 1.544 -2.697 3.693  0.00
H27 0.610 -4.004 4.466  0.03
H28 2.822 2.103 3.701  0.03
Cl15 -0.546 5.354 -7.275  0.51
Cl16 -2.112 2.869 -7.304  0.49
H29 -2.233 1.531 1.786  0.12
H30 2.483 -5.121 9.108  0.02

## Properties
LUMO energy = -0.8 eV
electronic energy = -8651.567851 a.u.
HOMO level = -8.534 eV
SMILES = [H]/N=C(\C)CC1=CC(=O)C=C(P(C)C)C1=O.ClCCl.ClCCl.ClCCl.ClCCl.ClCCl.ClCCl.ClCCl.ClCCl
frontier orbital gap = 7.75 eV
net charge = 0



Entry 3:
A cluster of 13 separate species, C38H100NO13S12 in total. Source: OMol25; level of theory: ωB97M-V with the def2-TZVPD basis set.

Each line ends with the Löwdin charge.
Geometry (Å):
O1 0.285 3.972 -6.305  -0.57
C1 -4.517 -1.907 8.098  -0.26
H1 -8.507 2.953 1.907  0.07
C2 3.169 -4.762 -10.477  -0.27
H2 -5.503 -2.051 8.546  0.05
H3 0.115 1.305 -1.394  0.11
H4 4.151 -5.240 -10.512  0.05
O2 0.469 -5.039 4.100  -0.57
H5 1.143 2.301 0.300  0.07
H6 0.831 -9.737 11.145  0.05
C3 2.678 0.124 -1.362  -0.17
H7 3.413 8.603 -0.095  0.06
H8 0.992 -6.856 9.953  0.06
H9 -1.249 -2.489 -9.082  0.02
C4 -0.482 0.444 -0.837  -0.09
H10 -3.870 1.212 -8.382  0.05
H11 -6.766 -0.843 3.028  0.06
H12 -4.826 2.327 3.988  0.05
H13 1.217 1.230 1.950  0.07
H14 -7.836 4.607 2.060  0.05
H15 -2.972 1.510 0.311  0.08
S1 -2.017 -0.295 -8.513  0.81
H16 0.113 2.779 1.804  0.09
H17 5.312 -0.677 -0.677  0.08
C5 -2.231 -2.010 -9.048  -0.26
C6 4.729 -0.616 0.337  -0.15
H18 -6.780 0.745 3.836  0.02
H19 -4.199 -2.837 7.620  0.05
S2 -8.170 3.583 4.211  0.81
C7 -3.765 0.155 -8.638  -0.26
H20 -3.205 2.037 3.304  0.03
C8 -1.126 6.020 -2.056  -0.26
H21 3.058 3.776 -7.016  0.05
C9 4.632 -2.618 7.464  -0.27
O3 1.574 9.019 -2.257  -0.56
H22 7.356 -3.418 7.145  0.05
S3 1.483 -8.995 8.952  0.83
H23 -3.783 1.034 4.659  0.02
H24 -4.348 -0.446 -7.937  0.05
C10 1.896 -7.452 9.800  -0.27
H25 2.718 -4.789 -11.472  0.06
C11 0.310 -9.582 10.197  -0.28
H26 1.471 -1.142 -2.835  0.14
H27 -0.495 -8.854 10.325  0.06
H28 2.872 3.825 -8.797  0.04
C12 6.335 2.456 -9.177  -0.27
H29 4.268 0.802 -10.151  0.06
C13 3.308 0.179 0.156  -0.26
C14 5.001 0.172 -9.641  -0.28
H30 4.509 -0.734 -9.278  0.00
C15 6.716 -4.298 7.244  -0.27
H31 2.485 5.263 -7.817  0.05
H32 -1.100 7.022 -2.491  0.05
S4 3.383 -3.047 -9.942  0.81
O4 4.552 1.557 -7.398  -0.57
H33 -5.160 1.645 7.401  0.05
H34 -3.448 -1.087 0.780  0.05
H35 -0.216 -2.624 5.675  0.04
H36 -2.242 -2.038 3.308  0.10
H37 3.616 -0.030 -2.087  0.12
C16 -7.793 3.584 2.442  -0.26
S5 1.157 9.061 -0.817  0.78
S6 0.053 -4.997 5.540  0.81
H38 4.337 -2.989 6.480  0.05
C17 0.142 -1.887 0.490  -0.09
H39 1.480 -3.097 5.954  0.05
H40 0.225 4.762 -4.189  0.03
C18 2.426 8.198 0.142  -0.27
H41 -6.046 0.484 8.423  0.06
H42 -4.319 0.831 8.746  0.06
H43 1.052 -3.197 -9.367  0.04
H44 0.889 11.435 -0.682  0.05
H45 -2.967 -2.951 0.673  0.09
H46 5.343 -1.794 7.357  0.05
C19 1.635 -2.596 -10.068  -0.26
H47 2.218 8.313 1.208  0.05
C20 -1.241 -1.440 1.233  -0.40
S7 5.698 1.056 -8.225  0.83
H48 1.948 4.997 -3.795  0.06
H49 -10.313 4.260 5.032  0.05
H50 -3.792 -1.629 8.867  0.06
H51 -0.533 -1.672 -1.664  0.13
H52 0.180 1.301 -7.586  0.01
H53 -2.520 -1.668 -0.761  0.08
H54 -9.832 5.213 3.605  0.05
C21 -1.314 -2.345 2.638  -0.07
H55 -1.757 2.854 -0.414  0.08
H56 2.534 -5.291 -9.763  0.05
C22 0.939 5.392 -3.654  -0.26
H57 -10.443 3.542 3.406  0.06
H58 0.261 -3.315 7.247  0.05
H59 1.511 -3.379 -1.421  0.08
H60 2.274 1.195 -1.604  0.10
S8 0.746 3.623 -7.689  0.83
H61 -5.797 -0.595 4.503  0.00
H62 6.290 -4.564 6.274  0.06
C23 -2.626 -1.866 0.401  -0.04
H63 1.120 -1.782 1.120  0.11
C24 -9.858 4.211 4.040  -0.27
H64 0.049 -3.028 0.199  0.13
O5 -0.980 0.222 2.925  -0.06
C25 2.377 -2.575 -1.313  -0.10
N1 -1.340 -0.004 1.652  -0.14
H65 6.789 3.169 -8.485  0.05
C26 0.536 1.834 1.215  -0.05
H66 -1.539 0.410 -1.392  0.12
H67 -4.120 -0.007 -9.659  0.06
H68 3.747 -2.264 7.998  0.05
H69 1.569 1.585 -8.666  0.05
O6 -3.210 -0.337 6.372  -0.54
O7 0.468 3.961 -1.445  -0.57
H70 1.365 10.743 0.891  0.05
H71 5.519 2.943 -9.716  0.05
H72 4.471 -1.687 0.772  0.07
H73 -2.172 2.732 1.512  0.08
H74 2.598 -6.891 9.180  0.03
H75 5.803 -0.104 -10.330  0.06
H76 2.308 -5.455 6.262  0.05
H77 -0.295 -2.342 3.214  0.08
S9 -4.609 -0.614 6.837  0.81
H78 -2.866 -2.540 -8.333  0.06
O8 -5.312 1.169 1.408  -0.56
C27 2.464 4.171 -7.844  -0.27
C28 -4.081 1.562 3.750  -0.23
O9 4.115 -2.322 -11.033  -0.55
C29 -0.785 0.986 0.673  -0.39
H79 2.587 -0.175 1.005  0.08
H80 7.092 2.103 -9.882  0.05
C30 1.543 10.713 -0.187  -0.27
H81 2.781 -2.654 -0.218  0.07
S10 0.562 5.391 -1.885  0.81
H82 -2.682 -2.038 -10.043  0.06
H83 1.280 -2.758 -11.088  0.07
H84 7.307 -5.135 7.622  0.05
C31 1.115 1.852 -7.709  -0.27
H85 -6.784 3.188 2.302  0.03
H86 3.540 1.331 0.366  0.11
H87 2.397 7.137 -0.120  0.03
H88 1.793 1.603 -6.889  0.06
O10 -8.264 2.152 4.651  -0.57
H89 2.585 10.961 -0.403  0.06
H90 1.530 -1.539 -9.812  0.05
H91 -1.581 6.069 -1.064  0.05
O11 4.448 -5.116 8.402  -0.57
H92 5.330 -0.051 1.193  0.08
H93 1.293 -6.921 6.237  0.03
O12 0.698 -8.639 7.725  -0.56
C32 -5.079 0.716 7.970  -0.25
H94 0.896 6.415 -4.036  0.06
H95 -1.711 5.350 -2.690  0.06
O13 -1.285 0.429 -9.603  -0.56
H96 3.186 -2.799 -2.129  0.08
C33 1.661 -1.113 -1.657  -0.30
C34 0.190 -1.040 -0.951  -0.24
H97 -0.111 -10.531 9.858  0.05
C35 -1.980 2.148 0.492  -0.05
C36 -6.166 -0.124 3.589  -0.25
C37 1.321 -5.860 6.499  -0.28
H98 -1.554 -3.455 2.272  0.09
H99 1.114 -5.746 7.565  0.04
S11 5.390 -3.950 8.425  0.82
S12 -4.765 0.382 2.562  0.80
H100 2.363 -7.677 10.762  0.05
C38 0.438 -3.345 6.170  -0.27

## Properties
LUMO energy (alpha / beta) = 0.4 / 0.4 eV
electronic energy = -7318.299714 a.u.
energy above the lowest of the compared OMol25 structures with the same formula, charge and spin = 683.94 kJ/mol
HOMO level (alpha / beta) = -7.550 / -8.074 eV
frontier orbital gap (alpha / beta) = 7.95 / 8.48 eV
net charge = 0
spin multiplicity = 2



Entry 4:
A structure of composition C33H57N4OP2Tc. Source: OMol25; level of theory: ωB97M-V with the def2-TZVPD basis set.

Each line ends with the Löwdin charge.
Geometry (Å):
H1 -1.177 4.118 -2.045  0.09
H2 -2.464 -2.471 -0.551  0.04
C1 0.711 1.232 3.437  -0.41
H3 2.416 -4.379 1.882  0.09
H4 -2.890 1.389 -0.194  0.04
C2 -1.607 4.424 0.790  -0.07
C3 1.123 2.010 -1.732  -0.19
H5 0.793 -5.328 -0.281  0.09
H6 3.048 2.077 0.641  0.06
H7 1.372 4.354 -1.895  0.07
H8 -1.918 0.997 -4.947  0.12
Tc1 -0.277 -0.066 0.414  1.09
H9 -0.448 2.463 4.686  0.12
H10 -1.111 2.206 3.036  0.06
N1 1.444 -0.263 -1.004  -0.01
C4 -0.279 -5.113 -0.190  -0.07
H11 -2.025 2.554 -2.074  0.03
H12 -1.340 -4.622 2.310  0.07
H13 3.987 -0.894 -3.845  0.14
H14 -1.324 4.173 1.821  0.08
H15 -2.430 -3.578 0.844  0.08
H16 2.226 -3.409 -0.279  0.10
H17 1.025 -5.490 1.843  0.07
H18 -2.629 -4.220 -0.806  0.12
H19 -1.895 1.927 -3.492  0.06
H20 -3.673 2.861 0.370  0.12
C5 2.442 0.376 2.401  -0.16
H21 -1.557 -3.007 3.048  0.07
H22 2.452 4.463 1.999  0.10
H23 2.270 5.445 -0.836  0.12
C6 1.657 0.721 -1.958  -0.35
H24 3.013 -0.145 1.648  0.10
H25 -2.636 4.821 0.821  0.12
C7 -0.189 -3.260 -1.815  -0.09
H26 -1.205 0.897 4.270  0.10
H27 3.746 3.693 0.480  0.11
P1 0.308 -2.431 0.817  1.11
H28 1.679 -4.959 3.383  0.11
H29 -0.750 -4.314 3.949  0.12
C8 -1.705 0.924 -3.874  -0.04
H30 -2.361 -2.385 -3.772  0.09
H31 -4.203 0.682 -4.516  0.11
C9 -4.046 0.217 -3.533  -0.03
C10 0.511 -3.416 2.456  -0.64
H32 2.112 -2.155 3.261  0.07
C11 -1.604 3.182 -0.097  -0.60
H33 -4.314 0.984 -2.791  0.09
C12 -2.386 -0.640 -1.858  0.06
H34 -0.960 5.224 0.417  0.07
H35 -0.627 0.729 -3.763  0.08
H36 -4.767 -0.602 -3.426  0.11
C13 -0.603 -3.626 -0.384  -0.64
C14 -0.597 1.727 3.882  0.01
C15 -2.104 -1.396 -4.172  -0.04
H37 3.890 0.908 3.999  0.14
N2 1.796 1.395 4.234  0.15
C16 1.413 4.754 -0.875  -0.06
N3 1.057 0.590 2.308  -0.01
H38 -0.331 -2.195 -2.020  0.04
H39 1.056 3.413 2.282  0.05
H40 -2.896 4.021 -1.621  0.12
H41 2.731 -2.246 0.962  0.09
H42 0.814 5.071 1.674  0.09
C17 2.421 0.377 -3.084  0.03
H43 1.188 -3.067 4.465  0.11
H44 3.955 -2.366 -1.799  0.15
H45 3.266 2.782 -0.980  0.09
H46 -2.416 -1.310 -5.221  0.12
H47 -0.660 -5.515 0.755  0.08
O1 -2.387 -0.679 2.565  0.13
C18 2.893 0.876 3.588  -0.03
H48 -2.602 1.981 1.466  0.06
C19 -2.115 -3.453 -0.201  -0.08
C20 -2.737 2.281 0.421  -0.10
P2 0.248 2.338 -0.179  1.14
N4 -1.559 -0.264 -1.061  0.00
H49 -0.787 -5.673 -0.992  0.12
C21 2.035 -2.397 0.118  -0.24
H50 1.012 2.640 -2.633  0.11
H51 0.466 -1.628 3.716  0.07
C22 1.105 -2.497 3.525  -0.10
C23 1.459 -4.628 2.356  -0.06
H52 -0.805 -3.827 -2.530  0.11
C24 -1.929 3.502 -1.543  -0.09
C25 3.236 -1.547 -1.922  0.02
H53 2.325 1.024 -3.941  0.13
C26 1.608 3.655 0.188  -0.63
C27 1.460 4.187 1.615  -0.07
C28 -2.601 -0.213 -3.349  -0.53
C29 2.240 -1.355 -0.972  -0.31
C30 3.276 -0.721 -3.040  0.02
H54 0.859 -3.515 -2.019  0.09
H55 0.505 5.346 -0.714  0.07
C31 2.993 3.004 0.056  -0.07
H56 -1.011 -1.334 -4.172  0.08
C32 -1.606 -0.412 1.703  -0.29
H57 1.779 1.861 5.141  0.19
C33 -0.876 -3.864 2.952  -0.07

## Properties
LUMO energy (alpha / beta) = -9.2 / -11.5 eV
electronic energy = -2348.428289 a.u.
HOMO level (alpha / beta) = -16.567 / -17.260 eV
frontier orbital gap (alpha / beta) = 7.33 / 5.73 eV
net charge = +3
spin multiplicity = 4



Entry 5:
A structure of composition C5H4OYb. Source: OMol25; level of theory: ωB97M-V with the def2-TZVPD basis set.

Each line ends with the Löwdin charge.
Geometry (Å):
H1 3.755 -1.834 0.714  0.12
C1 -0.106 0.221 0.000  -0.21
C2 2.169 -0.231 1.105  -0.02
C3 3.473 -1.497 1.720  -0.06
O1 -1.183 0.409 -0.477  -0.08
Yb1 -3.230 0.513 -2.290  1.76
H2 4.307 -1.995 2.229  0.10
H3 3.979 0.701 1.632  0.16
H4 3.250 -1.061 3.023  0.29
C4 3.228 -0.030 1.948  -0.09
C5 1.009 -0.004 0.544  0.05

## Properties
LUMO energy (alpha / beta) = -10.1 / -10.1 eV
electronic energy = -1425.825923 a.u.
energy above the lowest of the compared OMol25 structures with the same formula, charge and spin = 198.19 kJ/mol
HOMO level (alpha / beta) = -13.002 / -15.946 eV
frontier orbital gap (alpha / beta) = 2.95 / 5.87 eV
net charge = +2
spin multiplicity = 3



Entry 6:
A cluster of 2 separate species, C6H13IOS in total. Source: OMol25; level of theory: ωB97M-V with the def2-TZVPD basis set.

Each line ends with the Löwdin charge.
Geometry (Å):
H1 2.768 0.190 1.240  0.09
H2 -2.382 1.443 -1.849  -0.01
O1 -2.553 -0.218 0.379  -0.50
I1 0.319 2.570 -1.782  0.19
C1 0.770 -0.081 0.522  -0.69
H3 0.480 -0.464 -1.598  0.08
H4 1.180 0.922 2.328  0.11
H5 -0.366 -1.608 1.521  0.05
H6 1.342 -1.771 1.750  0.09
H7 -3.617 0.191 -1.934  0.09
H8 2.544 -0.896 -0.138  0.06
H9 -0.505 0.412 2.031  0.06
H10 -2.196 0.254 -3.018  -0.03
H11 0.590 -2.553 0.374  0.13
C2 2.316 0.059 0.244  -0.04
C3 -0.029 -0.136 -0.685  -0.34
C4 0.557 -1.591 1.009  -0.05
C5 0.348 0.816 1.588  -0.07
H12 0.082 1.804 1.294  0.06
S1 -1.743 -0.660 -0.757  0.88
H13 2.602 0.915 -0.408  0.06
C6 -2.510 0.399 -2.111  -0.21

## Properties
LUMO energy = -1.6 eV
electronic energy = -1007.407412 a.u.
energy above the lowest of the compared OMol25 structures with the same formula, charge and spin = 78.40 kJ/mol
HOMO level = -8.771 eV
frontier orbital gap = 7.14 eV
net charge = 0